80
Properties=species:S:1:pos:R:3:forces:R:3:mulliken_spin:R:1 method="wB97M-V/def2-TZVPD" s2=16.090 spin_multiplicity=8 gap_ev="7.15 / 8.66" e_lumo_ev="-1.49 / -0.03" energy_ha=-3706.3275
Gd 0.13092 0.07377 0.10259 -0.1173 0.3543 -0.0483 7.510
Cl 1.85873 -1.05748 -2.99708 -0.0553 0.3889 -0.3737 -0.003
C 2.73376 -2.54473 -2.86056 0.0579 -0.5534 1.4032 0.010
C 3.26734 -3.12682 -3.97850 1.2777 -1.9889 -0.5029 0.000
C 3.98982 -4.36759 -3.85190 -1.0643 1.7667 -0.0222 0.000
C 4.15084 -4.95395 -2.60172 -0.0194 0.1147 -0.3891 0.000
C 3.61758 -4.35732 -1.48174 -1.2261 2.0311 -0.1245 0.000
C 2.86286 -3.11567 -1.58514 0.9243 -1.5107 -0.5715 -0.008
P 2.13240 -2.31539 -0.10823 0.4471 -0.9981 0.3943 -0.034
C 3.61310 -2.56230 0.93933 0.0104 0.2248 0.0849 -0.008
C 3.75192 -3.61281 1.84001 -0.0432 0.1434 -0.0295 0.000
C 4.93431 -3.76253 2.54903 0.0252 -0.0198 -0.0182 0.001
C 5.97946 -2.87021 2.36130 0.0139 -0.0226 0.0297 -0.001
C 5.84776 -1.82390 1.45997 -0.0173 0.0164 -0.0373 0.000
C 4.66766 -1.67116 0.75241 -0.0493 -0.0508 0.0564 -0.002
C 0.97977 -3.62528 0.48247 -0.0625 0.0952 -0.0529 -0.003
C 0.26216 -3.38176 1.65539 0.0048 0.0167 0.0599 0.002
C -0.73932 -4.24487 2.06722 -0.0222 -0.0235 -0.0402 0.003
C -1.03945 -5.37036 1.31190 0.0027 0.0012 0.0024 -0.001
C -0.32268 -5.62914 0.15362 -0.0211 -0.0473 -0.0388 0.000
C 0.67698 -4.76026 -0.26478 -0.0290 0.0550 -0.0082 0.001
H 3.13899 -2.65539 -4.94347 0.0629 -0.0689 -0.0199 0.000
H 4.40431 -4.83635 -4.73320 -0.0117 0.0676 -0.0517 0.000
H 4.69528 -5.88420 -2.50661 0.0175 0.0014 -0.0068 0.000
H 3.74933 -4.81389 -0.51157 -0.0340 0.0707 0.0717 0.000
H 2.92329 -4.28713 2.01482 0.0382 -0.0156 0.0021 -0.001
H 5.03216 -4.57351 3.25961 -0.0024 0.0224 0.0081 0.000
H 6.89167 -2.97692 2.93465 0.0006 -0.0184 -0.0212 0.000
H 6.65405 -1.11370 1.32931 -0.0021 -0.0098 -0.0140 0.000
H 4.55199 -0.83761 0.06682 0.0315 -0.0042 -0.0066 0.001
H 0.47542 -2.51464 2.26406 -0.0180 -0.0253 -0.0777 0.004
H -1.30124 -4.01553 2.96396 0.0349 -0.0129 -0.0021 0.000
H -1.83315 -6.03925 1.62083 0.0225 -0.0052 0.0112 0.000
H -0.54506 -6.50879 -0.43864 -0.0050 0.0195 0.0063 0.000
H 1.20274 -4.96695 -1.18745 -0.0488 -0.0150 0.0218 0.000
C -1.08727 3.64117 -1.53129 0.0134 -0.0475 0.1253 0.011
N -1.60570 2.92874 -0.36571 -0.1155 -0.0222 -0.0980 -0.042
C -3.04955 2.71408 -0.50755 0.0690 -0.0319 0.0464 0.004
C -1.38142 3.71122 0.84315 0.1612 -0.0895 0.1440 0.007
C 0.05805 3.68133 1.31823 -0.1357 -0.1731 -0.2350 0.011
N 0.53551 2.34074 1.69710 -0.0128 -0.0670 0.1589 -0.043
C 1.96166 2.48229 2.04479 0.0197 0.0461 -0.0549 0.011
C -0.20265 1.89651 2.90052 -0.1147 0.2171 0.0151 0.018
H -1.52116 4.64908 -1.61331 -0.0021 0.0050 -0.0108 0.002
H -1.32025 3.08928 -2.43760 -0.0006 0.0054 -0.0478 0.002
H -0.00291 3.73685 -1.46745 -0.0082 0.0326 -0.0238 0.000
H -3.60529 3.66156 -0.44895 0.0126 0.0146 -0.0497 0.000
H -3.40270 2.05527 0.28518 -0.0060 0.0246 0.0132 0.000
H -3.27336 2.25560 -1.46912 0.0148 -0.0225 -0.0455 0.001
H -2.03497 3.31485 1.61826 -0.0276 0.0409 0.0384 -0.001
H -1.66794 4.76356 0.68899 -0.0454 0.0085 -0.0156 0.000
H 0.14374 4.35593 2.18088 0.0832 0.0167 -0.0004 0.000
H 0.71990 4.05769 0.53549 0.0156 0.0749 0.0371 -0.003
H 2.09361 3.25158 2.81619 -0.0055 0.0291 -0.0321 0.001
H 2.53039 2.77751 1.15958 -0.0251 0.0395 0.0078 -0.001
H 2.36923 1.55789 2.42980 -0.0172 -0.0697 -0.0119 -0.001
H -0.04345 2.59250 3.73443 0.0333 0.0701 -0.0632 0.003
H 0.13772 0.92646 3.21679 0.1126 -0.1810 0.0581 -0.006
H -1.26571 1.82553 2.69456 -0.0095 0.0568 0.0104 -0.003
N -3.01863 -2.38543 -1.40377 -0.0442 -0.0303 0.2077 0.001
C -1.84069 -1.77076 -1.46253 0.0389 -0.1993 -0.1787 -0.037
O -1.01327 -1.88622 -0.54175 -0.1231 0.1070 -0.1044 -0.058
C -1.49062 -0.96233 -2.67481 0.1591 0.2127 0.2423 0.036
C -0.88981 0.40167 -2.24694 -0.4906 -0.5946 -0.6618 -0.430
H -3.29409 -2.76250 -0.50690 0.0137 0.0147 0.0248 0.000
H -3.74694 -2.14616 -2.05199 0.0352 -0.0321 -0.0861 0.000
H -2.37560 -0.85274 -3.30866 0.0503 0.0975 -0.0603 -0.009
H -0.75598 -1.54452 -3.23310 -0.0172 -0.0668 0.0295 -0.004
H -1.74162 1.06974 -2.16295 0.1001 0.2199 0.4817 0.079
H -0.31320 0.77794 -3.09671 0.3451 0.0972 0.3050 -0.010
F -3.65623 -1.29562 1.20857 0.0635 0.0772 0.0280 0.000
B -2.96271 -0.49592 2.10585 -0.0063 -0.0233 0.0220 0.056
F -2.68264 -1.12175 3.28648 -0.0146 0.0556 -0.1018 0.000
F -3.53208 0.75658 2.24721 0.0336 -0.0970 -0.0076 -0.001
F -1.60814 -0.22067 1.44365 -0.2239 0.1002 0.0675 0.093
F 1.51728 -0.48986 2.04957 0.1188 -0.0868 0.4368 -0.146
B 2.29203 -0.77474 3.41797 -0.1274 0.2217 -0.3419 -0.011
F 1.69208 0.01304 4.37003 -0.0347 -0.0327 -0.1051 -0.001
F 2.12261 -2.11126 3.64199 0.0458 0.0076 0.0977 0.000
F 3.58036 -0.38340 3.15171 -0.0543 -0.0254 0.0439 -0.001

48
Properties=species:S:1:pos:R:3:forces:R:3:lowdin_charge:R:1 method="wB97M-V/def2-TZVPD" spin_multiplicity=1 gap_ev=9.02 e_lumo_ev=0.65 energy_ha=-1015.5919 smiles="CC[C@H](C)CC1(CC)C(=O)NC(=Nc2ccc(C)cc2)NC1=O"
O 3.87064 1.10164 1.14820 -0.1589 0.1360 -1.1284 0.100
O 0.01398 -1.31482 -0.07422 0.9290 1.0602 -0.9747 0.084
N -0.09020 3.17635 0.69888 3.3136 -1.6212 0.8020 0.142
C 2.72070 1.04960 0.75398 1.1642 -1.4751 2.3008 -0.385
C 0.66147 -0.28380 0.09248 -2.2875 -2.0513 2.6374 -0.410
C 0.60758 2.05220 0.72687 -5.9875 3.2069 -0.1880 -0.345
C -1.55013 3.39714 -1.11157 -1.8033 0.0843 -3.0612 -0.047
C -2.53030 3.18150 1.00094 -2.4443 0.3271 -2.0653 0.005
C -2.85693 3.55926 -1.68945 -0.1165 -1.6983 1.2320 -0.010
C -3.90777 3.14456 0.49500 6.0248 0.9482 -3.6162 0.018
C -1.36425 3.30201 0.21951 -2.2082 -1.3424 0.9066 -0.374
C -4.05797 3.32987 -0.92090 2.5425 1.6589 0.8389 -0.275
N 1.89656 2.12602 1.02304 2.0260 -0.7750 -0.8703 0.204
N -0.03410 0.80239 0.62171 1.5688 0.9398 -1.1776 0.220
C -5.38740 3.44942 -1.56408 -0.9033 -0.7423 -0.0429 -0.079
C 2.30225 1.00829 -2.31047 -0.2977 -0.4858 2.6571 -0.038
C 3.18550 -3.85314 3.15547 1.1051 -0.7005 -0.3703 -0.132
C 1.42853 -1.38755 3.35722 -0.0689 -0.7058 -4.0209 -0.037
C 2.65185 -0.27386 -1.33546 0.6277 1.7865 0.3124 -0.084
C 3.86249 -2.48823 3.05696 -1.0120 0.0200 0.3834 -0.234
C 2.67370 -1.55765 1.01945 -0.0254 0.2240 -0.5261 -0.061
C 2.14831 -0.27935 0.21583 0.2991 0.8674 -1.7993 -0.249
C 2.82368 -1.40552 2.59398 0.1879 -0.7427 -0.3698 -0.327
H -0.67512 3.18633 -1.72495 -0.1979 0.6995 -0.3136 0.102
H -2.35532 3.20645 2.00769 0.0791 -0.3359 2.7005 0.069
H -2.97148 3.58329 -2.77893 0.1857 0.2368 0.4103 0.101
H -4.71720 3.02992 1.07811 -2.5408 -0.3891 2.2412 0.060
H 2.36855 3.02530 0.93532 -0.5002 -0.1185 0.4111 0.183
H -1.03991 0.82211 0.44331 0.3647 0.0763 0.1304 0.163
H -5.83027 2.45456 -1.43952 -0.5104 0.2428 -0.3052 0.087
H -5.38603 3.71406 -2.60949 0.5566 -0.3351 -0.5340 0.067
H -6.08659 4.19637 -1.18877 0.2231 -0.0516 0.7867 0.080
H 2.18124 0.72659 -3.30861 -0.0963 -1.0862 -1.5248 0.037
H 1.38893 1.64456 -2.13742 0.8476 -0.7469 0.5625 0.073
H 3.18139 1.61514 -2.30516 0.3801 0.8100 0.1769 0.054
H 2.73266 -4.12572 2.18630 0.3185 -0.0943 0.3199 0.068
H 4.05639 -4.52900 3.36774 -1.2846 -0.1005 -0.0161 0.083
H 2.38386 -3.93614 3.89717 0.4227 0.0868 0.0839 0.068
H 0.78149 -2.18255 2.88536 0.5525 0.4475 0.9058 0.095
H 0.92359 -0.47337 3.02422 0.0800 0.1019 0.2264 0.061
H 1.39634 -1.40856 4.40348 0.4266 -0.2694 1.4891 0.052
H 2.21937 -1.12537 -1.77173 -0.4815 -1.2931 -0.5413 0.083
H 3.77414 -0.38305 -1.33107 -1.1838 0.1077 0.0519 0.127
H 4.18851 -2.19921 4.08047 0.1552 -0.1545 -0.6688 0.112
H 4.76654 -2.64508 2.38382 -1.1403 0.8525 0.7234 0.126
H 2.10462 -2.53757 0.75112 0.6757 2.0901 0.2891 0.150
H 3.66212 -1.61791 0.52146 -0.1359 -0.4711 0.9030 0.112
H 3.28448 -0.47697 2.85718 0.3286 0.7750 -0.3674 0.098

Summary of ΔE to the lowest compared entry with this formula, charge and spin in eV
1.132; 3.636
(order as listed above)